Entry 1:
Here is C18H30NO5P2Zr as an isolated structure at a distorted geometry from the OMol25 dataset. Energies are from the ωB97M-V functional and the def2-TZVPD basis.

Geometry (Å):
C (1.15292, -1.46045, -4.24539)
C (1.16573, -1.25141, -2.87893)
N (0.02340, -1.29636, -2.16127)
C (-1.16872, -1.38096, -2.77624)
C (-1.23336, -1.66980, -4.12150)
C (-0.06053, -1.70459, -4.86582)
C (2.47355, -0.88443, -2.23240)
P (2.56670, -0.60300, -0.42714)
Zr (0.02284, -1.23242, 0.16727)
P (-2.34978, -0.22154, -0.50677)
C (-2.44237, -1.23565, -2.00122)
O (2.86611, 3.54216, -4.42893)
O (-1.80378, 3.13176, -2.83752)
H (2.08396, -1.37803, -4.81252)
H (-2.21128, -1.81348, -4.56508)
H (-0.09581, -1.91923, -5.92390)
C (3.67550, -2.02254, -0.08030)
C (3.71925, 0.81121, -0.33302)
H (-3.19086, -0.70550, -2.62119)
H (-2.86378, -2.22740, -1.73998)
H (2.97307, -0.04122, -2.76585)
H (3.12800, -1.70974, -2.51122)
C (-3.61211, -0.99150, 0.52875)
C (-3.15505, 1.29802, -0.94216)
H (-0.92143, 2.73962, -2.72542)
H (-1.61178, 4.05514, -3.09740)
H (2.82132, 2.83703, -3.75578)
H (2.95942, 3.04073, -5.26604)
H (-1.05473, -2.68552, 0.43704)
H (-0.85381, 0.38447, -0.03990)
H (4.67883, -1.86657, -0.51519)
H (3.72016, -2.17743, 1.00977)
H (3.24524, -2.92438, -0.53280)
H (4.77155, 0.55926, -0.53452)
H (3.46634, 1.62639, -1.02387)
H (3.66157, 1.23220, 0.67772)
H (-4.15814, 0.99276, -1.28272)
H (-3.22156, 1.91499, -0.03647)
H (-2.63465, 1.87786, -1.71708)
H (-4.56937, -0.85176, -0.00276)
H (-3.40475, -2.05407, 0.67769)
H (-3.63597, -0.48819, 1.50120)
O (-1.05012, 2.51370, 3.98997)
C (-0.65739, 1.53607, 4.81360)
C (-0.88616, 1.72899, 6.19044)
C (-0.55825, 0.71483, 7.07662)
C (-0.00438, -0.48971, 6.61701)
C (0.24630, -0.67788, 5.24559)
C (-0.06827, 0.32163, 4.31691)
C (0.02160, 0.14783, 2.83267)
O (0.33415, -0.99493, 2.26716)
O (-0.29266, 1.12013, 2.07511)
H (-0.81965, 2.16694, 3.05691)
H (-1.34474, 2.67172, 6.49416)
H (-0.74387, 0.88244, 8.13303)
H (0.23848, -1.27922, 7.33349)
H (0.66313, -1.60898, 4.86622)

* LUMO: -0.135 Eh
* charge: +1
* HOMO-LUMO gap: 6.248 eV
* max |F|: 3.415 eV Å⁻¹
* M: 493.61 g/mol

=====

Entry 2:
Here is one molecule with the formula C4H6N2OS at a distorted geometry from the OMol25 dataset. Energies are from the ωB97M-V functional and the def2-TZVPD basis.

Geometry (Å):
N (-2.12657, -1.44202, -0.40648)
C (-1.08934, -1.02164, 0.59734)
C (-0.15501, 0.04164, 0.12018)
C (0.86812, 0.58905, 0.91749)
C (1.82398, 1.15207, 0.10485)
O (2.74627, 1.81433, 0.49449)
N (1.56993, 1.01668, -1.20573)
S (0.04070, 0.42639, -1.54734)
H (-1.63697, -1.73622, -1.30098)
H (-2.90507, -0.83124, -0.50889)
H (-0.45566, -1.82826, 0.91240)
H (-1.50950, -0.70859, 1.50561)
H (0.95744, 0.60913, 1.96513)
H (1.87166, 1.91866, -1.64804)

* LUMO: 0.015 Eh
* HOMO-LUMO gap: 9.004 eV
* max |F|: 5.023 eV Å⁻¹
* M: 130.17 g/mol

=====

Entry 3:
Here is C2H6O2S as an isolated structure at a distorted geometry from the OMol25 dataset. Energies are from the ωB97M-V functional and the def2-TZVPD basis.

Geometry (Å):
C (0.72459, 0.68824, -0.17484)
C (-0.47589, -0.18704, -0.42470)
O (-1.50863, 0.35171, -1.00739)
O (-0.42108, -1.42704, -0.36535)
S (2.09950, -0.45039, -0.91633)
H (0.91976, 0.65153, 0.87962)
H (0.71230, 1.64523, -0.61936)
H (-0.83275, 0.49601, 1.53178)
H (-2.12397, -0.36031, -1.47803)
H (2.23710, -1.42143, 0.50012)
H (-1.33093, 0.01348, 2.07448)

* LUMO: 0.005 Eh
* HOMO-LUMO gap: 9.232 eV
* max |F|: 4.825 eV Å⁻¹
* M: 94.13 g/mol

=====

Entry 4:
Here is C20H23Cl3IrN3O5Se as an isolated structure at a distorted geometry from the OMol25 dataset. Energies are from the ωB97M-V functional and the def2-TZVPD basis.

Geometry (Å):
Ir (0.26373, 0.56329, -0.73670)
O (0.04702, 1.91215, 1.23586)
C (1.01833, 2.08283, 2.28167)
C (1.01763, 0.81602, 3.11810)
C (1.19845, -0.40990, 2.21607)
C (2.36395, -0.29697, 1.27205)
C (3.65838, -0.48525, 1.74260)
C (4.73114, -0.46312, 0.87669)
C (4.48624, -0.28264, -0.47216)
C (3.18851, -0.07162, -0.88596)
N (2.14236, -0.04547, -0.03140)
H (-0.20077, 2.77562, 0.88093)
H (0.78077, 2.97381, 2.86659)
H (2.00938, 2.23713, 1.83018)
H (0.07995, 0.70698, 3.66242)
H (1.82190, 0.89538, 3.85388)
H (0.27887, -0.54287, 1.63834)
H (1.33310, -1.31127, 2.81665)
H (3.79765, -0.67495, 2.79720)
H (5.73635, -0.61187, 1.24410)
H (5.28013, -0.29083, -1.20326)
H (2.94711, 0.08045, -1.92298)
C (-0.37297, -3.17119, -2.98395)
C (-0.17215, -1.77320, -2.51031)
N (0.20928, -1.46353, -1.31226)
O (0.36061, -2.51463, -0.39884)
C (-0.46117, -0.66676, -3.36466)
C (-0.89469, -0.80831, -4.78708)
N (-0.38373, 0.52120, -2.78485)
O (-0.71355, 1.55909, -3.37220)
H (0.01337, -3.89416, -2.27277)
H (0.10691, -3.30409, -3.95213)
H (-1.43979, -3.34761, -3.12362)
H (-0.28010, -2.24739, 0.28912)
H (-1.65642, -1.58107, -4.89453)
H (-0.06266, -1.06906, -5.44422)
H (-1.30779, 0.13731, -5.12915)
Se (1.39495, 2.54004, -1.69821)
C (2.21257, 3.57373, -0.29869)
C (1.49360, 4.60311, 0.30621)
C (2.07182, 5.39716, 1.28128)
C (3.38915, 5.18522, 1.65951)
C (4.12507, 4.18223, 1.04629)
C (3.54232, 3.38774, 0.07272)
H (0.47509, 4.79013, -0.01085)
H (1.49757, 6.19079, 1.73788)
H (3.84636, 5.81196, 2.41265)
H (5.15763, 4.02066, 1.32511)
H (4.11770, 2.60599, -0.40226)
Cl (-4.62434, 0.32190, 1.40203)
C (-3.98362, -0.14414, -0.18841)
Cl (-4.50785, -1.78987, -0.58406)
Cl (-4.58938, 0.96179, -1.41433)
C (-2.43144, -0.12594, -0.07900)
O (-1.86720, 0.83512, -0.68858)
O (-1.93814, -1.01064, 0.60476)

* LUMO (alpha / beta): -0.010 / -0.009 Eh
* HOMO-LUMO gap (alpha / beta): 6.926 / 6.929 eV
* max |F|: 2.164 eV Å⁻¹
* M: 762.96 g/mol

=====

What calculated total energy values result from the calculations? In sequence: -50731.8522 -20107.0043 -17098.4221 -141570.2909 eV.
What relative energy (zero: lowest compared OMol25 entry of this formula, charge and spin) values result from the calculations? In sequence: 2.690 2.337 3.099 1.387 eV.